1.
A 4-piece molecular cluster, C25H46N3O5P overall in a non-equilibrium geometry, computed with ωB97M-V with the def2-TZVPD basis set.

The geometry in XYZ format:
```
80
Properties=species:S:1:pos:R:3:forces:R:3
C 3.543 -1.398 -3.331 -0.727 -0.156 -0.888
C 2.445 -1.665 -4.541 0.056 0.746 0.180
P 1.561 -3.335 -4.071 -0.673 0.815 0.657
C 2.090 -4.719 -5.275 0.749 -0.808 -0.959
C -0.310 -2.905 -4.229 -4.564 0.654 -1.014
C -0.848 -1.676 -5.189 -2.807 -1.131 1.326
C -2.439 -1.227 -5.334 1.520 -3.427 2.801
C -3.533 -2.094 -4.455 2.630 -0.686 0.288
C -3.014 -3.340 -3.525 1.607 0.969 -0.895
C -1.413 -3.785 -3.383 -1.253 3.540 -2.756
C -4.117 -4.235 -2.664 1.949 -4.177 0.653
O -3.755 -5.494 -2.301 -2.564 7.921 -1.946
C -5.574 -3.549 -2.330 0.589 2.520 -2.731
C -6.018 -2.411 -3.187 0.777 -2.314 1.826
C -5.168 -1.778 -4.457 -1.225 2.014 -3.603
O -5.756 -1.067 -5.457 3.689 -4.512 6.685
H 2.908 -1.185 -2.361 1.639 -0.424 -1.850
H 4.173 -2.380 -3.213 -0.996 2.099 -0.015
H 4.204 -0.469 -3.644 -1.244 -1.987 0.883
H 1.687 -0.746 -4.483 1.535 -2.185 -0.363
H 2.921 -1.743 -5.609 -0.805 0.312 2.034
H 1.188 -5.184 -5.861 1.815 1.044 0.926
H 2.601 -5.604 -4.660 -1.227 2.108 -1.181
H 2.936 -4.289 -5.996 -1.998 -0.987 1.301
H -0.074 -1.041 -5.838 -1.854 -1.665 1.691
H -2.742 -0.313 -6.015 0.565 -2.210 1.595
H -1.073 -4.694 -2.711 -0.957 2.146 -1.514
H -6.185 -3.972 -1.418 1.275 0.936 -2.203
H -7.074 -1.927 -2.949 2.488 -1.047 -0.788
C -4.240 1.079 0.152 -0.350 -0.072 0.167
C -3.656 0.377 -1.073 0.356 0.356 0.166
C -2.232 -0.182 -0.846 -0.008 -0.016 -0.374
O -1.201 0.809 -0.856 -0.249 -0.422 0.263
C -1.061 1.522 0.364 0.118 0.148 -0.263
N -3.697 1.300 -2.215 0.332 -0.122 -0.103
H -3.831 2.081 0.303 0.051 -0.122 -0.080
H -5.325 1.195 0.041 0.232 -0.008 -0.047
H -4.062 0.496 1.061 0.010 0.074 -0.079
H -4.309 -0.475 -1.297 0.158 -0.019 -0.067
H -1.999 -0.856 -1.679 0.051 0.145 -0.006
H -2.177 -0.788 0.066 -0.025 0.133 0.131
H -1.265 0.895 1.236 -0.069 0.037 -0.028
H -1.714 2.397 0.360 -0.027 -0.005 0.267
H -0.031 1.884 0.430 -0.053 -0.087 -0.066
H -3.401 0.797 -3.053 -0.145 0.045 0.083
H -2.953 1.991 -2.075 -0.301 -0.155 0.004
C 4.722 -0.627 1.728 0.363 0.070 -0.099
C 3.478 0.224 1.479 -0.107 -0.386 0.219
C 2.687 0.555 2.766 -0.149 -0.072 -0.295
O 1.907 -0.532 3.275 0.397 0.487 0.083
C 2.646 -1.478 4.032 -0.361 -0.201 -0.072
N 2.632 -0.450 0.484 -0.324 0.126 0.236
H 4.490 -1.681 1.900 -0.092 0.126 0.000
H 5.388 -0.590 0.857 -0.204 -0.003 0.145
H 5.286 -0.256 2.591 -0.060 -0.050 -0.068
H 3.820 1.175 1.052 -0.153 -0.025 0.086
H 1.966 1.344 2.523 0.111 -0.246 -0.143
H 3.339 0.963 3.547 0.103 -0.114 0.032
H 3.450 -1.011 4.608 0.034 0.017 -0.098
H 3.044 -2.252 3.374 0.212 -0.015 0.132
H 1.958 -1.966 4.730 0.008 0.157 -0.093
H 1.855 0.167 0.245 0.135 -0.096 -0.111
H 2.178 -1.238 0.955 0.206 0.168 -0.203
C -0.400 4.416 5.684 -0.316 0.001 0.231
C 0.535 3.250 5.367 0.118 0.409 -0.224
C 2.025 3.560 5.642 0.014 -0.225 -0.246
O 2.645 4.395 4.660 -0.164 -0.138 0.572
C 2.380 5.781 4.816 0.156 -0.046 -0.386
N 0.320 2.832 3.975 0.385 -0.057 -0.041
H -0.383 5.195 4.918 0.099 -0.117 0.030
H -1.437 4.063 5.751 0.240 0.029 -0.066
H -0.145 4.875 6.645 -0.015 -0.023 -0.101
H 0.248 2.420 6.024 0.153 0.013 -0.092
H 2.576 2.613 5.612 -0.012 0.117 -0.120
H 2.173 3.971 6.648 -0.085 0.152 -0.028
H 2.300 6.071 5.868 -0.081 -0.061 -0.018
H 1.472 6.049 4.273 -0.076 0.171 0.175
H 3.207 6.338 4.365 -0.026 -0.164 0.073
H 0.871 1.991 3.798 -0.366 0.114 0.191
H 0.757 3.537 3.374 -0.219 -0.137 0.190
```
Forces are in eV/Å.

multiplicity = 1
energy relative to the best compared isomer or geometry (same formula, charge and spin) = 1259.2 kJ/mol
HOMO-LUMO gap = 6.3 eV
total energy = -1861.441946 Eh
HOMO level = -8.223 eV
structure (SMILES) = CCP(C)c1ccc2c(c1)C(=O)C=CC2=O.COC[C@@H](C)N.COC[C@@H](C)N.COC[C@@H](C)N

=====

2.
C25H47BN2O3P2SV as an isolated structure in a non-equilibrium geometry, computed with ωB97M-V with the def2-TZVPD basis set.

The geometry in XYZ format:
```
82
Properties=species:S:1:pos:R:3:forces:R:3
V -0.246 0.242 -0.272 0.332 0.972 0.349
C -4.044 -1.529 2.474 0.149 0.155 -0.065
C -3.394 -0.895 1.242 0.229 0.214 -0.009
C -4.440 -0.120 0.438 0.175 0.084 0.031
C -2.794 -2.003 0.371 0.113 0.238 -0.001
P -1.917 0.257 1.606 -0.537 -0.495 1.172
C -1.069 -0.610 3.036 -0.118 0.093 0.014
N 0.158 -1.111 2.488 -0.286 0.200 0.108
B 0.497 -1.052 1.110 0.323 -1.082 1.077
N 1.710 -1.790 1.010 0.146 0.078 -0.337
C 2.365 -2.093 -0.230 -0.054 0.024 -0.052
P 1.603 -0.904 -1.458 1.386 -1.157 -0.728
C 3.088 0.196 -1.881 -0.191 0.029 0.076
C 3.219 1.121 -0.665 -0.135 -0.123 0.018
C 2.803 1.034 -3.127 -0.236 -0.023 0.001
C 4.401 -0.564 -2.091 -0.162 -0.065 0.091
C 1.090 -2.036 -2.882 -0.097 0.195 0.116
C -0.048 -2.872 -2.283 0.071 0.192 0.138
C 0.509 -1.206 -4.030 -0.040 0.166 0.130
C 2.201 -2.948 -3.403 -0.053 0.182 0.133
C 2.109 -2.214 2.258 -0.169 -0.088 0.618
C 3.230 -2.912 2.677 -0.052 0.015 -0.110
C 3.364 -3.172 4.029 0.048 -0.025 0.015
C 2.403 -2.754 4.943 -0.017 0.002 0.086
C 1.270 -2.068 4.537 -0.098 0.029 -0.061
C 1.132 -1.790 3.187 0.493 -0.365 -0.042
C -2.425 1.901 2.433 0.045 -0.267 -0.188
C -1.091 2.568 2.787 0.093 -0.176 -0.148
C -3.194 2.844 1.506 0.066 -0.114 -0.175
C -3.263 1.676 3.692 0.073 -0.050 -0.146
H -4.997 -1.965 2.181 -0.083 -0.050 -0.065
H -4.238 -0.808 3.261 -0.064 0.041 0.139
H -3.433 -2.335 2.873 0.015 -0.053 0.094
H -5.133 -0.810 -0.042 -0.014 -0.125 -0.010
H -3.955 0.465 -0.344 -0.146 0.064 -0.055
H -5.025 0.535 1.081 -0.026 0.070 -0.008
H -3.531 -2.783 0.190 -0.106 -0.070 0.010
H -1.924 -2.448 0.858 -0.017 -0.142 -0.048
H -2.490 -1.583 -0.587 -0.009 -0.192 -0.038
H -1.679 -1.442 3.405 -0.004 0.208 0.058
H -0.873 0.072 3.869 -0.154 -0.073 -0.103
H 2.172 -3.135 -0.518 0.132 0.199 -0.066
H 3.445 -1.955 -0.139 -0.129 -0.016 -0.143
H 2.344 1.775 -0.583 0.039 0.075 0.041
H 4.101 1.750 -0.777 0.040 0.072 -0.007
H 3.325 0.556 0.264 0.016 0.033 0.047
H 1.795 1.439 -3.114 0.174 0.026 -0.115
H 2.936 0.451 -4.034 0.037 -0.049 -0.083
H 3.498 1.871 -3.168 0.149 0.042 0.037
H 4.817 -0.953 -1.166 0.041 -0.030 0.069
H 5.134 0.128 -2.503 0.048 0.092 -0.025
H 4.292 -1.383 -2.794 0.048 -0.071 -0.076
H -0.811 -2.207 -1.869 -0.106 -0.163 -0.039
H 0.299 -3.539 -1.495 -0.025 -0.065 0.095
H -0.508 -3.482 -3.059 -0.015 -0.028 -0.071
H -0.164 -0.436 -3.650 -0.025 -0.052 -0.148
H -0.056 -1.855 -4.700 -0.006 -0.076 -0.009
H 1.286 -0.722 -4.616 0.001 0.039 -0.010
H 2.745 -3.437 -2.599 0.090 -0.113 0.031
H 2.905 -2.402 -4.023 0.093 0.047 -0.037
H 1.758 -3.725 -4.025 -0.069 -0.074 -0.059
H 3.980 -3.246 1.979 0.104 -0.056 -0.135
H 4.228 -3.714 4.378 0.094 -0.036 0.054
H 2.544 -2.962 5.992 -0.004 -0.069 0.111
H 0.518 -1.772 5.253 -0.060 0.086 0.075
H -0.422 2.542 1.924 0.102 0.147 0.115
H -0.602 2.092 3.633 0.091 -0.021 0.035
H -1.256 3.612 3.049 -0.063 0.089 0.031
H -2.611 3.072 0.619 -0.107 0.087 0.019
H -3.375 3.779 2.036 -0.009 0.044 0.082
H -4.159 2.442 1.214 -0.079 -0.014 -0.036
H -2.845 0.917 4.349 0.008 -0.048 0.113
H -4.283 1.399 3.435 -0.097 -0.058 0.031
H -3.308 2.612 4.249 -0.013 0.066 0.051
C -2.611 2.723 -2.473 0.555 -0.471 0.432
S -1.276 1.740 -1.786 -1.799 2.191 -2.811
O -1.767 0.352 -1.605 -0.563 -0.454 -0.316
O -0.153 1.781 -2.682 -0.025 0.041 0.011
O -0.929 2.238 -0.449 0.421 0.134 0.552
H -2.904 2.262 -3.409 0.016 -0.105 -0.102
H -2.236 3.726 -2.646 0.134 0.073 0.026
H -3.436 2.736 -1.772 -0.130 -0.031 0.141
```
Forces are in eV/Å.

total charge = +1
multiplicity = 3
energy relative to the best compared isomer or geometry (same formula, charge and spin) = 81.3 kJ/mol
HOMO-LUMO gap (spin up / spin down) = 7.3 / 7.9 eV
total energy = -3365.661014 Eh
HOMO level (spin up / spin down) = -10.567 / -10.631 eV

=====

- Which of these has the lowest multiplicity?
  C25H46N3O5P

=====

- What is the energy relative to the best compared isomer or geometry (same formula, charge and spin) in the second record?
  81.3 kJ/mol

=====

- Among the records above, which one has the lowest energy relative to the best compared isomer or geometry (same formula, charge and spin)?
  C25H47BN2O3P2SV

=====

- The highest multiplicity belongs to which entry?
  C25H47BN2O3P2SV